Formula: C46H49LaN8OSiTe
Source: OMol25
Level of theory: ωB97M-V/def2-TZVPD

Element x y z (Å)
La 13.07 14.55 14.90
N 15.55 18.01 16.77
C 14.97 17.12 15.96
N 14.26 16.10 16.35
C 14.04 15.92 17.71
N 13.39 14.88 18.13
N 13.10 13.82 17.39
C 12.78 12.74 18.08
C 12.85 11.44 17.57
C 12.59 10.37 18.43
C 13.29 9.17 18.42
C 14.05 8.71 17.35
C 13.76 8.97 16.00
N 13.26 11.28 16.22
C 14.52 16.95 18.61
C 14.35 16.76 20.01
C 14.85 17.78 20.83
C 15.50 18.95 20.33
C 15.77 19.08 18.97
C 15.27 18.04 18.12
H 16.04 18.82 16.40
H 15.03 17.26 14.86
H 12.37 12.96 19.03
H 11.96 10.54 19.28
H 13.26 8.55 19.31
H 14.78 7.92 17.49
H 14.01 8.17 15.30
H 13.91 15.84 20.35
H 14.80 17.69 21.88
H 15.90 19.67 21.04
H 16.53 19.78 18.59
C 15.98 13.31 12.62
C 15.85 12.90 14.05
C 16.98 12.96 14.85
C 16.87 12.43 16.17
C 15.65 12.08 16.69
C 14.56 11.94 15.83
N 14.67 12.41 14.54
N 13.16 10.05 15.51
Si 12.02 9.78 14.03
C 10.86 8.34 14.52
C 11.23 11.39 13.61
C 13.18 9.34 12.66
H 16.17 14.38 12.44
H 15.06 13.12 12.10
H 16.77 12.62 12.17
H 17.91 13.46 14.57
H 17.76 12.20 16.83
H 15.55 11.72 17.74
H 9.83 8.49 14.94
H 11.39 7.69 15.21
H 10.72 7.80 13.60
H 10.95 12.13 14.39
H 10.35 11.25 13.02
H 12.02 11.90 13.02
H 14.07 10.06 12.56
H 12.77 9.27 11.69
H 13.60 8.36 12.88
C 12.98 21.64 6.68
C 12.64 20.62 7.70
C 11.36 20.34 8.18
C 11.05 19.34 9.12
C 9.71 19.25 9.72
C 12.08 18.42 9.51
Te 11.69 16.84 10.98
N 11.36 15.47 13.50
C 10.66 15.31 14.56
O 10.99 14.28 15.37
C 9.52 16.15 15.03
C 9.23 17.39 14.53
C 8.28 18.21 15.11
C 7.41 17.77 16.13
C 7.54 16.46 16.52
C 8.65 15.71 16.03
C 10.44 15.39 9.96
C 9.36 14.95 10.80
C 8.44 14.02 10.34
C 8.56 13.37 9.09
C 9.61 13.75 8.28
C 10.55 14.70 8.72
C 11.76 14.90 7.82
C 13.37 18.73 9.10
C 14.60 18.02 9.73
C 13.65 19.77 8.20
H 13.74 21.21 6.02
H 13.34 22.59 7.18
H 12.14 21.97 6.09
H 10.48 20.86 7.70
H 9.05 20.05 9.30
H 9.68 19.39 10.81
H 9.24 18.22 9.61
H 9.79 17.80 13.68
H 8.17 19.20 14.67
H 6.62 18.34 16.67
H 6.84 15.91 17.19
H 8.84 14.74 16.45
H 9.28 15.40 11.79
H 7.55 13.73 10.97
H 7.96 12.50 8.84
H 9.83 13.20 7.37
H 11.51 14.69 6.77
H 12.56 14.25 8.15
H 12.05 15.92 7.86
H 14.52 16.91 9.86
H 14.73 18.46 10.77
H 15.52 18.22 9.13
H 14.69 19.93 7.86

Summary:
HOMO-LUMO gap (spin up / spin down): 5.78 / 4.59 eV
Charge: +1
<S²>: 0.82
Multiplicity: 2
Energy above the lowest of the compared OMol25 structures with the same formula, charge and spin: 7.306 eV
E_HOMO (spin up / spin down): -8.66 / -8.66 eV



Formula: C46H50AsI2N5O4PPbS
Source: OMol25
Level of theory: ωB97M-V/def2-TZVPD

Element x y z (Å)
Pb 1.76 -1.36 -0.71
I 4.77 -5.40 -3.24
C 3.08 -5.73 -2.15
C 2.75 -7.04 -1.85
C 1.60 -7.35 -1.15
I 1.22 -9.35 -0.77
C 0.68 -6.33 -0.70
C -0.53 -6.59 -0.04
C -1.33 -5.56 0.34
C -0.90 -4.25 0.09
N 0.23 -3.97 -0.54
C 1.01 -4.98 -0.95
C 2.23 -4.61 -1.71
O 2.50 -3.42 -1.96
H 3.41 -7.83 -2.18
H -0.81 -7.62 0.16
H -2.28 -5.73 0.83
H -1.51 -3.42 0.41
C 1.90 4.80 -1.68
N 1.94 3.94 -2.86
C 0.63 3.95 -3.51
N -0.45 3.54 -2.60
C -0.43 4.41 -1.42
N 0.86 4.42 -0.73
C 1.13 3.13 -0.10
P 1.24 1.72 -1.32
C 2.38 2.59 -2.53
C -0.34 2.13 -2.24
H 1.71 5.82 -2.01
H 2.87 4.77 -1.18
H 0.65 3.28 -4.37
H 0.42 4.96 -3.85
H -1.21 4.09 -0.72
H -0.66 5.43 -1.75
H 0.35 2.91 0.62
H 2.08 3.18 0.45
H 2.44 1.98 -3.43
H 3.38 2.63 -2.10
H -1.18 1.87 -1.60
H -0.39 1.51 -3.14
C 7.65 4.18 -2.92
C 6.77 2.97 -2.71
C 6.15 2.35 -3.79
C 5.38 1.21 -3.63
C 5.21 0.69 -2.34
C 5.82 1.28 -1.25
C 6.60 2.42 -1.44
S 4.30 -0.80 -2.17
O 2.92 -0.52 -2.67
O 5.02 -1.81 -2.86
O 4.12 -1.02 -0.70
H 7.22 4.86 -3.65
H 8.63 3.87 -3.30
H 7.82 4.72 -1.99
H 6.28 2.76 -4.79
H 4.91 0.72 -4.48
H 5.69 0.85 -0.26
H 7.08 2.89 -0.59
C -3.82 5.56 3.43
C -3.27 4.30 2.81
C -3.94 3.65 1.79
C -3.45 2.48 1.22
C -4.24 1.88 0.07
C -2.26 1.92 1.71
As -1.74 0.20 0.95
N -0.55 -0.47 2.05
C -0.18 -1.73 2.45
C 1.19 -2.00 2.57
C 1.65 -3.24 3.00
C 0.74 -4.23 3.36
C -0.62 -3.96 3.31
C -1.09 -2.73 2.86
C -3.36 -0.92 1.03
C -4.01 -1.15 2.25
C -3.69 -0.38 3.50
C -5.03 -2.10 2.29
C -5.42 -2.82 1.16
C -6.50 -3.87 1.23
C -4.78 -2.53 -0.05
C -3.76 -1.59 -0.14
C -3.16 -1.33 -1.51
C -1.52 2.60 2.70
C -0.17 2.18 3.26
C -2.06 3.77 3.23
H -4.76 5.86 2.97
H -3.11 6.39 3.32
H -4.00 5.42 4.50
H -4.87 4.06 1.41
H -4.74 2.68 -0.48
H -5.00 1.19 0.41
H -3.61 1.35 -0.65
H 1.89 -1.20 2.35
H 2.72 -3.43 3.07
H 1.09 -5.20 3.70
H -1.34 -4.71 3.63
H -2.15 -2.52 2.84
H -2.62 -0.20 3.62
H -4.05 -0.91 4.39
H -4.18 0.60 3.48
H -5.54 -2.28 3.23
H -7.00 -3.86 2.20
H -6.08 -4.86 1.07
H -7.25 -3.70 0.45
H -5.10 -3.06 -0.95
H -3.86 -1.63 -2.29
H -2.24 -1.88 -1.67
H -2.94 -0.28 -1.66
H 0.42 1.60 2.56
H -0.29 1.57 4.15
H 0.40 3.07 3.54
H -1.50 4.29 4.00

Summary:
HOMO-LUMO gap (spin up / spin down): 6.41 / 4.82 eV
Charge: +1
Energy above the lowest of the compared OMol25 structures with the same formula, charge and spin: 1.737 eV
E_HOMO (spin up / spin down): -10.21 / -9.87 eV